Record 1
Below is a cluster of 2 separate species, C2H7O2 in total at a distorted geometry, with properties calculated with wB97M-V/def2-TZVPD.

Its HOMO-LUMO gap is 0.4133 Ha. For the energy relative to the best compared isomer or geometry (same formula, charge and spin), the calculation gives 70.0 kJ/mol. The HOMO energy comes out at -16.54 eV. The net charge is +1.

Geometry as XYZ:
```
11
C2H7O2 | the Open Molecules 2025 dataset | wB97M-V/def2-TZVPD
O 0.751 0.333 -2.322
H 1.244 -0.339 -2.808
H 1.116 -0.367 1.578
H 0.618 1.085 -2.916
C 0.060 -0.300 1.797
C -0.850 -0.114 0.672
O -0.624 0.546 -0.363
H -0.164 0.563 2.430
H -0.219 -1.190 2.358
H -1.892 -0.426 0.847
H -0.039 0.209 -1.273
```


Record 2
Below is a cluster of 2 separate species, H5NP2S2 in total at a distorted geometry, with properties calculated with wB97M-V/def2-TZVPD.

Its HOMO-LUMO gap is 0.2653 Ha. As for the structure (SMILES): N[PH2]=S.P=S. For the energy relative to the best compared isomer or geometry (same formula, charge and spin), the calculation gives 74.8 kJ/mol. The HOMO energy comes out at -8.27 eV.

Geometry as XYZ:
```
10
H5NP2S2 | the Open Molecules 2025 dataset | wB97M-V/def2-TZVPD
N -2.227 -0.417 -0.017
P -0.633 -0.478 -0.429
S 0.596 -1.563 0.600
H -2.556 -1.085 0.755
H -2.588 0.451 0.095
H -0.702 -0.965 -1.786
H -0.396 0.908 -0.545
P 2.448 0.754 -0.031
S 2.253 2.257 1.261
H 3.805 0.138 0.098
```


Record 3
Below is a structure of composition C46H42N3O4S3Ti at a distorted geometry, with properties calculated with wB97M-V/def2-TZVPD.

Its HOMO-LUMO gap is 0.2390 Ha. For the energy relative to the best compared isomer or geometry (same formula, charge and spin), the calculation gives 13.3 kJ/mol. The HOMO energy comes out at -10.04 eV. The net charge is +1.

Geometry as XYZ:
```
99
C46H42N3O4S3Ti | the Open Molecules 2025 dataset | wB97M-V/def2-TZVPD
Ti 0.163 -1.080 0.737
S -0.735 -3.205 1.520
C 0.557 -3.779 2.577
C 0.274 -4.797 3.494
C 1.261 -5.276 4.335
C 2.542 -4.730 4.283
C 2.825 -3.716 3.386
C 1.839 -3.231 2.519
S 2.261 -2.006 1.330
H -0.730 -5.209 3.524
H 1.037 -6.080 5.026
H 3.321 -5.102 4.937
H 3.821 -3.290 3.332
C 2.721 -3.658 -7.726
O 2.434 -2.410 -7.100
C 1.144 -2.112 -6.864
C 0.903 -0.937 -6.144
C -0.386 -0.571 -5.827
C -1.466 -1.346 -6.248
C -1.226 -2.461 -7.037
C 0.070 -2.870 -7.319
N -2.838 -1.036 -5.993
N -3.245 -0.490 -4.948
C -2.510 -0.276 -3.742
C -2.693 0.913 -3.075
C -2.173 1.153 -1.787
C -1.476 0.175 -1.133
O -0.961 0.252 0.113
C -1.285 -1.054 -1.795
N -0.594 -1.980 -1.065
C -0.387 -3.173 -1.580
C -0.900 -3.540 -2.831
C -1.624 -2.636 -3.559
C -1.802 -1.321 -3.075
H 3.798 -3.778 -7.679
H 2.403 -3.659 -8.770
H 2.241 -4.483 -7.196
H 1.753 -0.331 -5.854
H -0.574 0.345 -5.293
H -2.075 -3.022 -7.414
H 0.232 -3.763 -7.911
H -3.267 1.686 -3.574
H -2.351 2.099 -1.288
H 0.165 -3.874 -0.972
H -0.742 -4.546 -3.195
H -2.068 -2.938 -4.499
C 1.081 6.066 0.272
C 1.365 4.658 -0.173
C 1.868 3.713 0.709
C 2.074 2.395 0.332
C 2.761 1.481 1.309
C 1.744 2.010 -0.984
C 1.682 0.630 -1.417
O 1.456 -0.395 -0.746
C 1.377 2.995 -1.934
C 1.167 2.658 -3.386
C 1.168 4.288 -1.506
H 1.302 6.203 1.330
H 0.030 6.314 0.102
H 1.675 6.781 -0.302
H 2.119 4.005 1.724
H 3.570 2.028 1.791
H 3.181 0.596 0.846
H 2.095 1.178 2.113
H 1.879 0.444 -2.477
H 0.319 1.989 -3.508
H 2.051 2.181 -3.815
H 0.965 3.563 -3.958
H 0.843 5.037 -2.222
O -0.251 -0.464 2.510
S -0.857 -1.216 3.732
C -0.660 -0.022 5.121
C 0.447 0.972 4.920
C 1.781 0.574 5.000
C 2.797 1.513 4.919
C 2.490 2.858 4.756
C 1.163 3.256 4.650
C 0.144 2.314 4.721
C -2.687 -1.075 3.582
C -3.265 0.312 3.643
C -3.072 1.222 2.605
C -3.612 2.498 2.684
C -4.362 2.877 3.791
C -4.563 1.973 4.825
C -4.014 0.701 4.753
H -0.442 -0.672 5.972
H -1.610 0.476 5.276
H 2.023 -0.475 5.149
H 3.831 1.196 4.998
H 3.283 3.595 4.715
H 0.918 4.306 4.533
H -0.895 2.627 4.646
H -3.037 -1.691 4.415
H -2.908 -1.589 2.653
H -2.494 0.935 1.741
H -3.448 3.199 1.871
H -4.798 3.867 3.843
H -5.150 2.260 5.691
H -4.180 -0.002 5.566
```


Record 4
Below is a structure of composition C45H59BrIrN5O3P2 at a distorted geometry, with properties calculated with wB97M-V/def2-TZVPD.

Its HOMO-LUMO gap (spin up / spin down) is 0.2986 / 0.2009 Ha. As for the spin multiplicity: 5. As for the expectation value of S²: 6.05. For the energy relative to the best compared isomer or geometry (same formula, charge and spin), the calculation gives 95.5 kJ/mol. The HOMO energy (spin up / spin down) comes out at -12.59 / -12.68 eV. The net charge is +2.

Geometry as XYZ:
```
116
C45H59BrIrN5O3P2 | the Open Molecules 2025 dataset | wB97M-V/def2-TZVPD
Ir 0.590 -1.066 -0.570
C 2.220 -5.205 -1.805
C 1.155 -4.883 -0.744
C 1.712 -4.895 0.685
P 0.118 -3.375 -1.028
C -0.550 -3.565 -2.738
C -1.448 -2.388 -3.115
C -1.268 -4.889 -3.001
C -1.213 -3.704 0.163
C -1.859 -4.927 0.252
C -2.833 -5.186 1.216
C -3.522 -6.517 1.282
C -3.145 -4.169 2.126
C -2.517 -2.949 2.071
C -1.549 -2.680 1.074
N -0.883 -1.486 1.009
C -1.437 -0.352 1.652
C -2.788 -0.036 1.539
C -3.292 1.067 2.209
C -2.474 1.872 2.999
C -3.020 3.063 3.739
C -1.127 1.531 3.100
C -0.585 0.444 2.420
P 1.098 -0.251 2.564
C 2.325 1.122 2.278
C 1.693 2.340 1.609
C 3.466 0.568 1.429
C 1.276 -0.703 4.342
C 1.169 0.463 5.328
C 0.275 -1.813 4.680
H 2.278 -6.286 -1.931
H 3.206 -4.874 -1.502
H 2.007 -4.783 -2.787
H 0.399 -5.668 -0.804
H 2.413 -4.080 0.861
H 2.244 -5.831 0.860
H 0.920 -4.818 1.430
H 0.345 -3.522 -3.366
H -2.326 -2.343 -2.464
H -1.798 -2.514 -4.140
H -0.928 -1.434 -3.056
H -2.237 -4.916 -2.503
H -0.690 -5.763 -2.698
H -1.448 -4.982 -4.073
H -1.606 -5.727 -0.431
H -2.970 -7.284 0.743
H -4.520 -6.450 0.842
H -3.648 -6.840 2.315
H -3.884 -4.354 2.895
H -2.741 -2.195 2.810
H -3.443 -0.670 0.955
H -4.352 1.286 2.148
H -4.059 3.250 3.479
H -2.442 3.960 3.517
H -2.970 2.908 4.818
H -0.483 2.153 3.710
H 2.731 1.411 3.249
H 1.223 2.062 0.658
H 2.453 3.091 1.385
H 0.923 2.803 2.223
H 3.087 0.252 0.459
H 3.943 -0.298 1.894
H 4.230 1.330 1.265
H 2.283 -1.131 4.387
H 0.129 0.627 5.615
H 1.571 1.400 4.946
H 1.721 0.222 6.237
H -0.750 -1.438 4.619
H 0.438 -2.169 5.697
H 0.372 -2.666 4.006
C 3.897 -2.221 -1.062
O 3.075 -1.102 -1.374
C 3.733 0.013 -1.834
C 5.087 0.086 -2.096
C 5.635 1.321 -2.432
Br 7.477 1.426 -2.785
C 4.855 2.456 -2.500
C 3.479 2.360 -2.287
C 2.929 1.134 -1.959
O 1.592 0.937 -1.672
C 2.646 3.577 -2.336
N 2.908 4.666 -1.691
C 1.889 5.551 -2.045
C 1.691 6.871 -1.646
C 0.613 7.548 -2.179
C -0.253 6.934 -3.098
C -0.074 5.622 -3.496
C 1.006 4.945 -2.938
N 1.470 3.636 -3.073
H 4.685 -1.933 -0.364
H 4.331 -2.643 -1.968
H 3.245 -2.940 -0.593
H 5.729 -0.778 -2.030
H 5.284 3.422 -2.726
H 1.132 1.788 -1.665
H 2.376 7.343 -0.955
H 0.440 8.578 -1.901
H -1.072 7.506 -3.514
H -0.725 5.170 -4.231
H 1.284 3.049 -3.871
N -0.948 0.310 -1.182
C -1.763 1.129 -1.252
N -2.656 2.067 -1.307
C -4.049 1.782 -1.706
C -4.959 2.726 -0.945
O -4.568 4.069 -1.142
C -3.272 4.313 -0.636
C -2.245 3.485 -1.380
H -4.283 0.743 -1.478
H -4.149 1.947 -2.782
H -4.942 2.483 0.126
H -5.977 2.629 -1.314
H -3.232 4.083 0.437
H -3.060 5.371 -0.778
H -1.256 3.601 -0.939
H -2.213 3.783 -2.429
```


Record 5
Below is an isolated molecule of C4H11NS at a distorted geometry, with properties calculated with wB97M-V/def2-TZVPD.

Its HOMO-LUMO gap is 0.3592 Ha. As for the structure (SMILES): C[C@H](N)CCS. For the energy relative to the best compared isomer or geometry (same formula, charge and spin), the calculation gives 216.7 kJ/mol. The HOMO energy comes out at -9.04 eV.

Geometry as XYZ:
```
17
C4H11NS | the Open Molecules 2025 dataset | wB97M-V/def2-TZVPD
C 1.384 0.670 -1.597
C 0.156 0.370 -0.535
N -0.554 1.552 -0.049
C 0.449 -0.421 0.726
C -0.746 -0.769 1.640
S -2.058 -1.350 0.588
H 2.147 1.004 -0.830
H 1.614 -0.306 -2.096
H 0.880 1.265 -2.343
H -0.446 -0.383 -1.137
H -0.880 1.844 -1.013
H -1.447 1.441 0.399
H 1.385 0.011 1.336
H 0.688 -1.392 0.297
H -0.856 0.153 2.324
H -0.381 -1.339 2.384
H -1.334 -2.349 -0.094
```


Record 6
Below is a cluster of 12 separate species, C24H47BF10N12O28 in total at a distorted geometry, with properties calculated with wB97M-V/def2-TZVPD.

Its HOMO-LUMO gap is 0.3812 Ha. As for the structure (SMILES): CC(=O)OCC[C@]1(B(N)O)OC(=O)O[C@@]1([C@H](C)F)C(F)(F)C(F)(F)C(F)(F)C(F)(F)F.C[N+](=O)[O-].C[N+](=O)[O-].C[N+](=O)[O-].C[N+](=O)[O-].C[N+](=O)[O-].C[N+](=O)[O-].C[N+](=O)[O-].C[N+](=O)[O-].C[N+](=O)[O-].C[N+](=O)[O-].C[N+](=O)[O-]. The HOMO energy comes out at -10.74 eV.

Geometry as XYZ:
```
122
C24H47BF10N12O28 | the Open Molecules 2025 dataset | wB97M-V/def2-TZVPD
C 2.224 1.214 0.937
C 1.450 0.139 1.697
O 1.661 -0.980 1.413
O 0.520 0.351 2.659
C 0.256 1.704 3.002
C -1.088 1.891 3.764
C -2.156 2.732 2.991
B -1.724 4.258 3.337
N -0.340 4.800 3.191
O -2.588 5.203 3.898
O -3.345 2.556 3.802
C -4.390 3.039 3.050
O -5.375 3.473 3.415
O -3.997 2.818 1.742
C -2.669 2.291 1.606
C -2.952 0.746 1.361
C -4.345 0.239 1.795
F -2.029 -0.094 1.963
C -1.904 2.710 0.341
F -1.242 3.897 0.445
F -0.900 1.816 0.229
C -2.692 2.756 -1.017
F -2.094 1.829 -1.810
F -3.973 2.387 -0.958
C -2.622 4.077 -1.815
F -1.398 4.319 -2.253
F -3.078 5.115 -1.114
C -3.545 4.070 -3.118
F -4.719 4.592 -2.870
F -2.953 4.895 -3.982
F -3.624 2.903 -3.718
H 2.029 1.052 -0.133
H 3.302 1.046 1.067
H 2.021 2.254 1.214
H 0.257 2.418 2.172
H 1.056 2.042 3.689
H -1.495 0.910 4.048
H -0.887 2.413 4.715
H 0.056 4.567 2.282
H 0.257 4.371 3.900
H -3.164 5.546 3.196
H -2.904 0.469 0.293
H -4.476 0.358 2.880
H -5.174 0.683 1.236
H -4.332 -0.844 1.596
C 2.118 -4.007 0.755
N 2.768 -5.130 1.484
O 3.829 -5.547 1.053
O 2.196 -5.556 2.467
H 2.739 -3.735 -0.090
H 1.142 -4.352 0.423
H 2.024 -3.177 1.448
C -8.698 4.433 3.778
N -9.854 3.619 4.244
O -9.962 2.489 3.808
O -10.613 4.148 5.033
H -8.110 3.839 3.086
H -9.092 5.316 3.289
H -8.110 4.697 4.653
C -1.054 -0.437 -3.680
N -0.279 -1.507 -2.993
O 0.818 -1.780 -3.444
O -0.799 -2.031 -2.028
H -0.473 -0.065 -4.514
H -1.985 -0.877 -4.026
H -1.236 0.349 -2.955
C 0.001 -4.511 -6.486
N -1.212 -4.036 -5.767
O -1.213 -2.886 -5.369
O -2.116 -4.832 -5.629
H 0.718 -3.698 -6.533
H 0.403 -5.352 -5.927
H -0.308 -4.813 -7.483
C 6.498 -6.769 -0.016
N 7.602 -6.711 -1.013
O 7.604 -5.788 -1.801
O 8.435 -7.600 -0.968
H 5.841 -5.923 -0.173
H 5.968 -7.705 -0.171
H 6.945 -6.730 0.972
C 11.414 -8.350 -1.724
N 12.714 -8.492 -2.438
O 13.729 -8.248 -1.813
O 12.666 -8.842 -3.601
H 11.609 -8.034 -0.706
H 10.827 -7.605 -2.254
H 10.924 -9.319 -1.742
C 0.136 0.228 -8.156
N -0.961 -0.640 -7.649
O -1.035 -1.764 -8.103
O -1.702 -0.158 -6.816
H 0.711 -0.330 -8.887
H -0.322 1.103 -8.610
H 0.754 0.505 -7.306
C -7.395 8.214 4.860
N -8.066 8.230 3.530
O -8.706 7.243 3.210
O -7.925 9.229 2.858
H -7.607 7.266 5.344
H -6.329 8.333 4.689
H -7.795 9.042 5.437
C -5.817 2.234 -6.081
N -6.205 2.185 -7.517
O -5.521 2.810 -8.305
O -7.182 1.521 -7.798
H -4.936 2.858 -5.980
H -6.655 2.654 -5.529
H -5.609 1.216 -5.763
C 5.675 -4.198 4.117
N 6.980 -4.343 3.412
O 7.991 -4.100 4.043
O 6.938 -4.694 2.250
H 5.865 -3.880 5.137
H 5.095 -3.452 3.580
H 5.182 -5.167 4.095
C 8.675 -1.076 5.228
N 7.503 -0.447 5.897
O 7.604 0.714 6.240
O 6.519 -1.148 6.053
H 9.471 -0.342 5.155
H 8.983 -1.923 5.833
H 8.352 -1.397 4.242
```